1.
# C3H3NO

C3H3NO as an isolated structure (wB97M-V/def2-TZVPD, the Open Molecules 2025 dataset).

## Properties
- net charge = 0
- HOMO (eV) = -11.323
- multiplicity = 1
- LUMO (eV) = -0.372
- orbital gap (eV) = 11.0

Each line ends with the natural charge from an NBO analysis.
Geometry (Å):
C 1.376 -0.988 -0.022  -0.740
C 0.460 0.248 -0.065  0.515
C -1.064 -0.082 0.080  0.139
H 2.498 -0.738 -0.518  0.270
H 1.514 -1.499 1.293  0.279
H 0.724 -1.892 -0.658  0.257
N -2.192 -0.275 -0.036  -0.277
O 0.747 1.373 0.022  -0.443

Forces on atoms 1 to 2 (eV/Å):
C 0.62 -2.73 0.05
C -1.46 -3.25 2.00

---

2.
# C3H3NO2

One molecule with the formula C3H3NO2 (wB97M-V/def2-TZVPD, the Open Molecules 2025 dataset).

## Properties
- net charge = 0
- HOMO (eV) = -11.540
- multiplicity = 1
- LUMO (eV) = 0.660
- orbital gap (eV) = 12.2

Each line ends with the natural charge from an NBO analysis.
Geometry (Å):
O 1.886 -0.600 0.726  -0.567
C 1.641 0.196 -0.137  0.649
O 0.446 0.363 -0.736  -0.488
C -0.624 -0.425 -0.214  -0.191
C -1.814 0.430 -0.128  0.248
N -2.757 1.096 -0.074  -0.279
H 2.352 0.911 -0.570  0.138
H -0.823 -1.259 -0.892  0.233
H -0.355 -0.825 0.768  0.257

Forces on atoms 1 to 2 (eV/Å):
O -0.13 0.36 -0.37
C 0.19 -0.24 0.26

---

3.
# C3H3NO2

One molecule with the formula C3H3NO2 (wB97M-V/def2-TZVPD, the Open Molecules 2025 dataset).

## Properties
- net charge = 0
- HOMO (eV) = -11.209
- multiplicity = 1
- LUMO (eV) = 0.220
- orbital gap (eV) = 11.4

Each line ends with the natural charge from an NBO analysis.
Geometry (Å):
O 0.135 1.571 -0.257  -0.670
C 0.357 0.366 0.356  0.146
C -0.893 -0.520 0.249  0.419
O -1.829 -0.134 -0.403  -0.501
C 1.778 -1.308 -0.970  0.331
N 1.383 -0.412 -0.301  -0.569
H -0.648 1.434 -0.819  0.494
H 0.637 0.512 1.403  0.205
H -0.887 -1.504 0.745  0.146

Forces on atoms 1 to 2 (eV/Å):
O -0.03 0.03 0.00
C 0.02 -0.06 0.12

---

4.
# C3H3NO2

One molecule with the formula C3H3NO2 (wB97M-V/def2-TZVPD, the Open Molecules 2025 dataset).

## Properties
- net charge = 0
- HOMO (eV) = -10.774
- multiplicity = 1
- LUMO (eV) = 0.201
- orbital gap (eV) = 11.0

Each line ends with the natural charge from an NBO analysis.
Geometry (Å):
O -0.654 1.426 0.229  -0.687
C 0.134 0.272 0.209  -0.100
C -0.876 -0.912 0.302  0.431
O -0.572 -2.056 0.122  -0.465
C 1.118 -0.046 -0.839  0.215
N 2.058 -0.557 -1.283  -0.265
H -0.227 2.172 -0.199  0.492
H 0.946 0.305 0.963  0.238
H -1.926 -0.604 0.497  0.141

Forces on atoms 1 to 2 (eV/Å):
O 0.05 0.07 -0.52
C 0.46 -0.23 0.22

---

5.
# C3H3NO2

C3H3NO2 as an isolated structure (wB97M-V/def2-TZVPD, the Open Molecules 2025 dataset).

## Properties
- net charge = 0
- HOMO (eV) = -10.646
- multiplicity = 1
- LUMO (eV) = 0.356
- orbital gap (eV) = 11.0

Each line ends with the natural charge from an NBO analysis.
Geometry (Å):
C -1.184 0.197 0.496  -0.152
C -0.689 -0.991 0.649  -0.124
C 0.267 0.119 0.288  -0.168
N 0.848 0.317 -1.021  0.494
O 0.467 -0.412 -1.925  -0.396
O 1.733 1.117 -1.217  -0.365
H -1.786 1.049 0.670  0.248
H -0.642 -2.169 0.753  0.278
H 0.986 0.773 1.308  0.185

Forces on atoms 1 to 2 (eV/Å):
C 0.71 -0.41 0.30
C 0.96 -1.90 -0.95

---

6.
# C3H3NO2

C3H3NO2 as an isolated structure (wB97M-V/def2-TZVPD, the Open Molecules 2025 dataset).

## Properties
- net charge = 0
- HOMO (eV) = -8.705
- multiplicity = 1
- LUMO (eV) = 0.385
- orbital gap (eV) = 9.1

Each line ends with the natural charge from an NBO analysis.
Geometry (Å):
O -1.627 1.637 0.674  -0.571
C -0.808 0.814 0.377  0.673
C -0.759 -0.586 0.143  -0.400
N 0.607 -0.984 -0.148  -0.567
C 1.280 0.141 -0.189  0.379
O 0.592 1.210 0.133  -0.435
H -1.469 -1.326 0.478  0.250
H -0.137 -1.135 -1.002  0.471
H 2.322 0.230 -0.467  0.200

Forces on atoms 1 to 2 (eV/Å):
O 0.42 -0.33 -0.09
C -0.27 0.12 -0.02

---

7.
# C3H3NO2

C3H3NO2 as an isolated structure (wB97M-V/def2-TZVPD, the Open Molecules 2025 dataset).

## Properties
- net charge = 0
- HOMO (eV) = -10.118
- multiplicity = 1
- LUMO (eV) = 0.004
- orbital gap (eV) = 10.1

Each line ends with the natural charge from an NBO analysis.
Geometry (Å):
O 0.779 1.044 0.634  -0.611
C 1.515 0.478 -0.177  0.630
O 1.045 -0.599 -0.720  -0.538
C -0.682 -0.764 -0.086  -0.085
C -1.152 0.518 0.330  0.243
N -2.213 0.897 0.664  -0.297
H 2.484 1.015 -0.357  0.174
H -1.114 -1.097 -1.024  0.240
H -0.661 -1.492 0.736  0.245

Forces on atoms 1 to 2 (eV/Å):
O 1.86 1.45 0.71
C -2.03 1.18 1.65

---

8.
# C3H3NO2

A 2-piece molecular cluster, C3H3NO2 overall (wB97M-V/def2-TZVPD, the Open Molecules 2025 dataset).

## Properties
- net charge = 0
- HOMO (eV) = -11.400
- multiplicity = 1
- LUMO (eV) = 0.623
- orbital gap (eV) = 12.0

Each line ends with the natural charge from an NBO analysis.
Geometry (Å):
C -0.075 -1.376 0.250  0.307
C 1.117 -2.690 -2.265  1.029
C 0.224 -0.038 0.531  -0.724
N -0.153 -2.505 0.156  -0.347
O 2.020 -3.359 -2.287  -0.510
O 0.226 -2.007 -2.282  -0.519
H -0.658 0.472 0.879  0.255
H 0.614 0.241 -0.385  0.253
H 0.972 0.082 1.281  0.255

Forces on atoms 1 to 2 (eV/Å):
C 0.02 -1.47 1.64
C -0.02 -0.05 -0.26